a) # C6H16O

2 unconnected molecules or ions with the total composition C6H16O (wB97M-V/def2-TZVPD, the OMol25 dataset).

```
! wB97M-V def2-TZVPD RIJCOSX def2/J DEFGRID3
* xyz 0 1
O 1.652 -1.323 -2.003
C -0.609 0.661 -0.177
C -1.124 -0.586 0.603
C 0.150 1.699 0.684
C 0.998 2.609 -0.208
C -0.233 -1.020 1.741
C -1.343 -1.734 -0.361
H -0.609 -1.912 2.245
H 2.529 -1.340 -1.611
H 1.124 -1.833 -1.376
H 1.857 3.053 0.304
H -0.478 -2.390 -0.517
H 0.807 -1.270 1.498
H -0.079 0.447 -1.090
H -2.109 -2.446 -0.035
H 0.832 1.267 1.412
H -1.633 -1.411 -1.357
H 1.484 2.071 -1.010
H -0.602 2.298 1.198
H -0.125 -0.307 2.559
H -1.526 1.166 -0.465
H -2.102 -0.359 1.032
H 0.450 3.412 -0.678
*
```

Computed properties:
Structure (SMILES)   CCCC(C)C.O
HOMO   -10.83 eV

b) # C6H16O

2 unconnected molecules or ions with the total composition C6H16O (wB97M-V/def2-TZVPD, the OMol25 dataset).

```
! wB97M-V def2-TZVPD RIJCOSX def2/J DEFGRID3
* xyz 0 1
O 0.423 1.824 -2.255
C 1.483 -0.267 0.827
C -0.957 1.831 1.312
C 0.245 -2.283 -1.048
C 0.052 -0.219 0.382
C -1.091 0.323 1.303
C -0.415 -1.646 0.088
H 0.198 -1.654 -1.863
H -0.330 -2.224 1.130
H 2.050 0.711 0.943
H 0.974 2.581 -2.264
H -2.211 0.062 1.073
H 0.081 0.434 -0.507
H 0.112 2.029 1.439
H 1.254 -2.433 -0.885
H -0.234 -3.314 -1.194
H 2.173 -0.877 0.113
H 0.418 1.651 -3.266
H -1.668 2.467 1.879
H -1.028 2.083 0.181
H -1.043 -0.110 2.350
H -1.547 -1.475 -0.006
H 1.519 -0.954 1.728
*
```

Computed properties:
Structure (SMILES)   CCC(C)CC.O
HOMO   -10.03 eV

Least stable = b)